1.
The following is a quantum chemistry calculation of an isolated molecule of C2H5IN2O2S, from OMol25.

Orbital gap ... 8.475 eV
Energy relative to the best compared isomer or geometry (same formula, charge and spin) ... 50.63 kcal/mol

Element x y z (Å)
C (1.23598, -1.30265, -0.93005)
C (0.62227, -0.81380, 0.15711)
N (-1.26696, 1.69616, 0.31086)
N (-1.83901, 0.47050, -0.09480)
O (-1.48021, -1.15586, 1.89275)
O (-1.71506, -2.02345, -0.39278)
S (-1.21278, -1.01670, 0.47781)
I (-3.97192, 0.07809, -0.11795)
H (2.26481, -1.16327, -1.12555)
H (0.79229, -2.03456, -1.57572)
H (0.99158, -0.10555, 0.86728)
H (-1.01371, 2.45853, -0.30802)
H (-1.40999, 2.05753, 1.24641)

Here are the natural (NBO) charges for atoms 1 to 5, given in e: C -0.315; C -0.428; N -0.659; N -0.642; O -0.923

2.
The following is a quantum chemistry calculation of an isolated molecule of C2H5INP, from OMol25.

SMILES string ... [H]/N=P/CCI
Orbital gap ... 8.451 eV
Energy relative to the best compared isomer or geometry (same formula, charge and spin) ... 21.67 kcal/mol

Element x y z (Å)
C (0.01929, -0.29046, 0.99372)
C (-0.83810, 0.17461, -0.23624)
N (1.57639, -0.09461, -1.08357)
P (1.81641, -0.05934, 0.46703)
I (-3.01315, 0.00851, 0.02429)
H (-0.13350, 0.36766, 1.87796)
H (-0.32837, -1.26073, 1.29997)
H (-0.56970, -0.32990, -1.17953)
H (-0.70742, 1.30216, -0.34866)
H (2.17815, 0.18210, -1.81498)

Here are the natural (NBO) charges for atoms 1 to 5, given in e: C -0.802; C -0.489; N -1.119; P 1.044; I 0.022

3.
The following is a quantum chemistry calculation of a cluster of 2 separate species, C2H5IO in total, from OMol25.

Orbital gap ... 9.740 eV
Energy relative to the best compared isomer or geometry (same formula, charge and spin) ... 38.34 kcal/mol

Element x y z (Å)
C (-0.55654, 0.81563, 0.40789)
C (0.32843, -0.17320, -0.32306)
O (0.02192, -1.38269, 0.24125)
I (2.40361, 0.33164, -0.10150)
H (-0.57335, 0.50672, 1.46846)
H (-0.41737, 1.88614, 0.12555)
H (-1.66255, 0.53154, 0.15891)
H (-0.04271, -0.30826, -1.76199)
H (0.49857, -2.20752, -0.21551)

Here are the natural (NBO) charges for atoms 1 to 5, given in e: C -0.696; C 0.025; O -0.739; I 0.055; H 0.240

4.
The following is a quantum chemistry calculation of a structure of composition C2H5IO2, from OMol25.

Orbital gap ... 8.053 eV
Energy relative to the best compared isomer or geometry (same formula, charge and spin) ... 20.05 kcal/mol

Element x y z (Å)
C (0.15973, 0.74312, 0.30516)
C (-0.33018, -0.66483, 0.03554)
O (-0.34046, -1.13566, -1.18581)
O (-0.09265, -1.59470, 0.97414)
I (-3.04054, -0.10844, 0.22230)
H (0.08070, 1.04416, 1.28838)
H (1.18675, 0.90437, 0.09781)
H (-0.46749, 1.25261, -0.52399)
H (-0.45260, -0.43411, -1.78913)
H (-0.65078, -2.37984, 0.74806)

Here are the natural (NBO) charges for atoms 1 to 5, given in e: C -0.702; C 0.799; O -0.641; O -0.649; I -0.559

5.
The following is a quantum chemistry calculation of a cluster of 2 separate species, C2H5IO3 in total, from OMol25.

Orbital gap (alpha / beta) ... 8.397 / 8.396 eV
Energy relative to the best compared isomer or geometry (same formula, charge and spin) ... 116.99 kcal/mol

Element x y z (Å)
C (-1.44900, 0.84554, -0.51617)
C (-0.56002, -0.21434, 0.08219)
O (0.61707, -2.03827, 0.12848)
O (-0.15739, -1.24946, -0.54201)
O (1.90895, -0.11168, 1.07201)
I (3.37709, 0.53910, -0.04934)
H (-2.40001, 0.85030, -0.12205)
H (-1.55644, 0.61712, -1.58161)
H (-0.97021, 1.73266, -0.35066)
H (-0.22721, 0.03982, 1.06526)
H (1.41717, -1.01079, 0.81389)

Here are the natural (NBO) charges for atoms 1 to 5, given in e: C -0.686; C 0.392; O -0.458; O -0.066; O -0.995

6.
The following is a quantum chemistry calculation of a cluster of 2 separate species, C2H5IS in total, from OMol25.

Orbital gap (alpha / beta) ... 8.240 / 7.542 eV
Energy relative to the best compared isomer or geometry (same formula, charge and spin) ... 89.33 kcal/mol

Element x y z (Å)
C (-0.86534, 0.66537, 0.31720)
C (1.14659, -1.03752, -0.64363)
S (-0.11720, 2.16154, -0.05202)
I (2.58034, 0.38699, -0.70722)
H (-1.47660, 0.05544, -0.39924)
H (-1.07920, 0.48981, 1.29642)
H (0.63028, -1.10918, -1.60915)
H (0.61278, -1.43126, 0.22621)
H (0.31867, 2.26713, 1.15102)

Here are the natural (NBO) charges for atoms 1 to 5, given in e: C -0.608; C -0.649; S 0.131; I 0.214; H 0.217